(1)
C8H12NO5 | ωB97M-V with the def2-TZVPD basis set

CARTESIAN COORDINATES (ANGSTROEM)
C1 0.135945 -1.737485 -0.136783
C2 -3.591560 0.343547 0.448564
C3 -0.951126 -2.712796 -0.092635
C4 2.520313 0.223490 1.107786
C5 0.381122 1.452314 0.992332
C6 1.989173 1.317551 -0.970245
C7 0.519075 -0.551257 -0.295598
C8 1.274949 0.575278 0.165545
N1 -2.559340 0.292557 -2.042124
O1 -3.372267 -0.372935 1.386737
O2 -3.081432 -0.390647 -1.068946
O3 1.262256 -1.751952 -1.008532
O4 -4.095821 1.368886 0.133251
O5 -1.906013 1.325759 -1.835548
H1 -1.816663 -2.414822 0.490579
H2 -0.720641 -3.783491 0.194317
H3 -1.183516 -2.851645 -1.188796
H4 2.186779 -0.319238 1.956708
H5 3.215081 -0.475753 0.597734
H6 2.935343 1.131797 1.463056
H7 -0.452567 1.614266 0.227292
H8 0.900038 2.362222 1.460786
H9 -0.132660 0.954048 1.726652
H10 1.409806 1.801287 -1.821330
H11 2.504724 2.115174 -0.388077
H12 2.629013 0.483855 -1.502735

Force components x, y, z for each atom (eV/Å):
C -1.34 -1.81 -0.73
C 0.01 0.42 0.57
C -0.12 -2.01 -0.92
C -1.09 -1.98 -1.61
C -0.67 2.39 -2.71
C 0.26 -0.49 -1.57
C 1.47 0.53 0.63
C 2.20 1.16 1.18
N 0.90 0.83 -0.83
O 0.42 -0.56 -0.59
O 0.66 0.45 0.20
O -0.02 -0.43 0.10
O -0.44 0.74 -0.15
O -1.42 -1.92 0.82
H -0.02 0.43 -0.21
H 0.47 1.32 0.09
H -0.30 0.39 1.01
H -0.59 -0.52 0.95
H -0.06 0.82 0.15
H 0.74 0.82 0.00
H 0.76 1.15 1.21
H -0.85 -1.10 -1.10
H -0.84 -1.52 2.13
H 0.11 -0.65 1.38
H 0.40 -0.48 -1.15
H -0.61 2.03 1.15

charge	-1
M	202.19	Da
LUMO level	3.21	eV
energy above the lowest of the compared OMol25 structures with the same formula, charge and spin	127.21	kcal/mol

=====

(2)
C8H12O | ωB97M-V with the def2-TZVPD basis set

CARTESIAN COORDINATES (ANGSTROEM)
C1 -2.262446 -0.518601 -0.154886
C2 -1.376721 -1.562867 -0.021378
C3 -0.047463 -0.976139 0.103128
C4 1.365678 -1.217742 -0.390721
C5 1.693697 0.322779 -0.464385
C6 0.653591 1.126969 0.377792
C7 -0.670574 1.565707 -0.388084
O1 -1.972543 0.842219 -0.082646
C8 0.250842 0.003569 1.304273
H1 -3.325835 -0.594351 -0.232752
H2 -1.801327 -2.528501 0.153709
H3 -0.304372 -0.294203 -0.729652
H4 2.014006 -1.793991 0.303168
H5 1.352915 -1.640597 -1.401751
H6 1.681489 0.632606 -1.498090
H7 2.704281 0.553825 -0.134676
H8 1.060555 2.000331 0.887519
H9 -0.494513 1.678167 -1.436077
H10 -0.913005 2.553730 -0.066200
H11 -0.662173 0.246596 1.906491
H12 1.053926 -0.399512 1.965223

Force components x, y, z for each atom (eV/Å):
C 1.23 -0.60 0.34
C -2.58 1.49 0.53
C 0.72 0.87 -0.31
C -0.13 0.15 0.06
C 1.13 0.30 -0.30
C -0.37 -0.46 0.08
C 0.04 -0.57 1.48
O 1.14 0.06 -0.66
C -1.74 -0.54 0.36
H -0.47 -0.33 0.05
H 0.15 -0.62 -0.11
H 0.79 -0.33 0.56
H -0.30 0.32 -0.53
H 0.32 -0.13 0.30
H -0.12 0.12 -0.51
H 0.12 -0.01 0.25
H 0.25 0.05 -0.20
H -0.10 -0.53 -0.95
H -0.42 0.64 0.46
H 0.84 -0.32 -0.40
H -0.49 0.44 -0.49

M	124.18	Da
SMILES	C1=C[C@@H]2CC[C@@H](CO1)C2
LUMO level	1.04	eV
energy above the lowest of the compared OMol25 structures with the same formula, charge and spin	84.40	kcal/mol

=====

(3)
C8H12O | ωB97M-V with the def2-TZVPD basis set

CARTESIAN COORDINATES (ANGSTROEM)
C1 1.178721 -1.644313 1.201428
C2 -0.210344 -1.256379 0.591854
C3 -0.127656 -0.133081 -0.331508
C4 0.137048 -0.515613 -1.774335
C5 -0.927637 -0.432001 -2.693101
C6 -0.464669 1.068789 0.197580
C7 -0.458990 1.346876 1.751216
C8 -0.036782 2.331632 -0.743953
H1 1.415029 -0.738159 1.944098
H2 1.124333 -2.507633 1.840501
H3 1.900869 -1.867264 0.365669
H4 -0.306469 -2.086936 -0.011967
H5 -0.867067 -1.264877 1.342447
H6 1.463789 -0.803654 -1.880941
H7 -2.354718 -0.246190 -2.587750
H8 -0.693364 -0.964569 -3.600883
H9 -0.119026 0.362775 2.632189
H10 0.641694 2.002465 1.799688
H11 -1.327751 2.067966 1.943650
H12 0.007270 1.786262 -1.674446
O1 0.025720 3.493902 -0.311440

Force components x, y, z for each atom (eV/Å):
C 0.33 2.77 0.87
C 4.65 -1.84 -1.54
C -1.26 1.45 0.23
C -0.18 1.19 -0.08
C -0.29 -1.43 1.65
C 2.57 1.65 0.04
C 3.45 0.36 0.35
C -2.38 -0.15 4.53
H 0.50 -1.95 -1.89
H -0.24 -0.52 0.10
H -0.34 0.68 1.16
H -1.35 -2.13 -1.25
H -2.91 0.52 2.52
H -4.65 0.60 -0.51
H 5.16 -0.33 0.31
H -0.27 0.45 -0.70
H -1.92 3.19 -3.00
H -3.39 -1.46 0.23
H 1.39 -1.32 0.56
H 0.79 1.38 -1.53
O 0.33 -3.12 -2.08

M	124.18	Da
LUMO level	0.46	eV
energy above the lowest of the compared OMol25 structures with the same formula, charge and spin	172.65	kcal/mol

=====

(4)
C8H12O | ωB97M-V with the def2-TZVPD basis set

CARTESIAN COORDINATES (ANGSTROEM)
C1 -1.239973 0.720029 2.099439
C2 -0.620385 1.017951 0.783383
C3 -0.462876 2.516521 0.513967
C4 -0.853168 -0.035086 -0.377945
C5 -0.934284 -1.482330 -0.776034
C6 0.238609 -1.963788 -1.258964
C7 1.591725 -1.288635 -1.074353
O1 1.657635 0.044485 -0.570923
C8 0.545161 0.055388 0.281527
H1 -0.555491 1.060051 2.846231
H2 -2.191874 1.227121 2.324585
H3 -1.389234 -0.403797 2.297098
H4 -0.703989 3.125986 1.391526
H5 -1.112981 2.770644 -0.294800
H6 0.640012 2.742907 0.217195
H7 -0.677639 0.479444 -1.333956
H8 -1.831859 -2.111746 -0.866896
H9 0.071574 -2.759758 -1.935557
H10 2.126949 -1.801640 -0.257381
H11 2.101390 -1.244013 -2.039354
H12 0.673216 -0.681363 1.072561

Force components x, y, z for each atom (eV/Å):
C -0.18 -2.02 1.12
C 1.24 -1.22 -1.45
C 1.80 -0.39 -0.65
C 2.61 1.14 -0.25
C 0.07 -0.66 -0.08
C -1.74 1.64 0.89
C 0.45 -0.41 -0.13
O -1.47 1.44 0.07
C -2.39 0.74 1.71
H 0.47 0.25 0.87
H 0.22 -0.13 -0.62
H 0.17 1.59 -0.46
H -0.02 -0.27 -0.15
H -0.34 0.63 -0.58
H -2.00 -0.28 0.40
H -0.46 0.26 0.35
H 0.18 0.57 -0.11
H 0.82 -1.26 -0.29
H 0.20 -0.86 -0.87
H 0.35 -0.41 0.30
H 0.01 -0.33 -0.07

M	124.18	Da
SMILES	CC1(C)[C@@H]2C=CCO[C@H]21
LUMO level	0.96	eV
energy above the lowest of the compared OMol25 structures with the same formula, charge and spin	100.81	kcal/mol

=====

(5)
C8H12O | ωB97M-V with the def2-TZVPD basis set

CARTESIAN COORDINATES (ANGSTROEM)
C1 0.173208 -2.307404 -0.350370
C2 0.806395 -0.850348 0.061147
C3 0.910027 0.408136 -0.957022
C4 2.112953 1.382037 -0.611885
C5 2.986813 0.752227 0.073041
O1 3.482032 -0.226984 0.546642
C6 -0.072216 0.302614 0.125406
C7 0.169731 1.401648 1.172686
C8 -1.510058 0.060095 -0.114613
H1 -0.281235 -2.233353 -1.374215
H2 -0.704555 -2.506365 0.365828
H3 0.935564 -3.038563 -0.327002
H4 1.676337 -0.998696 0.677896
H5 0.644839 0.026033 -1.890416
H6 1.990054 2.430141 -0.840162
H7 0.112931 1.001894 2.205791
H8 -0.718256 2.087936 1.245550
H9 1.007115 2.014012 0.938291
H10 -1.733560 0.039272 -1.107920
H11 -2.242018 0.878065 0.326603
H12 -1.787157 -0.840491 0.322609

Force components x, y, z for each atom (eV/Å):
C -1.61 3.46 0.13
C -0.11 -1.97 -1.49
C 2.09 -1.34 2.09
C -2.09 0.35 -2.64
C 1.71 -4.27 0.70
O 0.37 2.96 -0.23
C -0.70 2.44 2.31
C -2.82 -0.12 1.54
C -1.65 2.86 2.18
H 0.46 -0.25 0.83
H 1.58 -0.08 -0.95
H 0.60 -0.85 0.12
H -0.39 0.22 0.43
H 0.01 0.34 -1.89
H 0.43 -0.11 0.14
H 0.85 0.04 -0.43
H 0.63 -0.45 -0.65
H 0.39 0.13 0.72
H -0.66 -0.31 -2.94
H 1.69 -1.47 -0.73
H -0.78 -1.60 0.75

M	124.18	Da
SMILES	C[C@H]1[C@H](C=C=O)C1(C)C
LUMO level	0.42	eV
energy above the lowest of the compared OMol25 structures with the same formula, charge and spin	90.52	kcal/mol

=====

(6)
C8H12O2 | ωB97M-V with the def2-TZVPD basis set

CARTESIAN COORDINATES (ANGSTROEM)
C1 2.807062 2.425821 0.399698
C2 1.739834 1.544243 -0.173053
C3 2.044870 0.358300 -0.888651
C4 1.028218 -0.474928 -1.336517
C5 -0.271086 -0.175211 -0.992777
O1 -1.338838 -0.936423 -1.410694
C6 -0.607356 0.980464 -0.316654
C7 0.420836 1.785760 0.172446
H1 3.444661 1.977266 1.157973
H2 2.485268 3.320641 0.918154
H3 3.533656 2.844505 -0.401630
H4 3.085951 0.125452 -1.018506
H5 1.276342 -1.322670 -1.981265
H6 -1.088954 -1.752869 -1.853332
H7 -1.665898 1.110906 -0.075833
H8 0.110447 2.661639 0.767464
C8 -2.668079 -2.282627 1.541354
O2 -3.268318 -3.110033 0.507111
H9 -3.417589 -1.543964 1.807380
H10 -2.507599 -3.102072 2.238750
H11 -1.661563 -1.943322 1.140851
H12 -3.481861 -2.490888 -0.202276

Force components x, y, z for each atom (eV/Å):
C 2.08 1.16 -1.21
C 0.25 -0.80 0.69
C -0.59 1.21 0.65
C 1.02 -0.09 -0.10
C -0.96 -0.14 -0.97
O -0.31 -0.04 0.13
C 0.18 -0.45 0.84
C -1.20 0.61 -0.46
H 0.07 -0.64 -0.13
H -0.79 0.15 -0.14
H -1.13 -0.87 1.07
H 0.22 -0.16 -0.40
H -0.20 0.09 0.38
H 0.36 0.09 0.06
H 0.43 0.26 -0.06
H 0.52 -0.43 -0.32
C 0.74 -1.97 -1.70
O -0.10 0.85 -0.59
H 0.56 0.37 0.55
H 0.18 0.86 1.00
H -1.28 0.28 0.85
H -0.05 -0.33 -0.13

M	140.18	Da
SMILES	Cc1ccc(O)cc1.CO
LUMO level	0.76	eV
energy above the lowest of the compared OMol25 structures with the same formula, charge and spin	19.19	kcal/mol

=====

(7)
C8H12O2 | ωB97M-V with the def2-TZVPD basis set

CARTESIAN COORDINATES (ANGSTROEM)
C1 -0.537687 1.121973 -2.498835
C2 -0.725233 0.686027 -0.977041
C3 -1.420958 -0.386442 -0.586554
C4 -1.603499 -0.634164 0.762888
C5 -1.009240 0.081299 1.803747
O1 -0.912445 0.035146 3.199423
C6 -0.432099 1.269896 1.353990
C7 -0.262290 1.604837 -0.008852
H1 0.559829 0.973158 -2.633927
H2 -0.817974 2.201284 -2.552854
H3 -0.974410 0.479317 -3.254843
H4 -2.036480 -1.027139 -1.346201
H5 -2.124919 -1.670889 0.789055
H6 -1.645234 -0.132181 3.747417
H7 0.043309 1.937768 2.205215
H8 0.013262 2.562322 -0.416888
C8 2.077440 -1.688288 -0.212853
O2 2.444599 -1.152709 1.011109
H9 1.915340 -2.774038 -0.032850
H10 3.027770 -1.602815 -0.975943
H11 1.113106 -1.103549 -0.361931
H12 3.307816 -0.780815 0.986718

Force components x, y, z for each atom (eV/Å):
C 1.29 -0.19 2.26
C 0.56 2.98 -2.56
C -2.03 -1.52 -0.95
C -1.14 -4.35 1.11
C -0.30 1.88 -0.49
O 1.61 -0.63 -1.63
C 2.28 2.31 0.51
C -1.13 -1.62 0.64
H -0.61 0.64 -0.25
H 0.26 -0.96 -0.44
H -0.62 0.08 0.19
H 1.55 1.11 1.48
H 0.64 1.92 1.25
H -1.86 -0.67 0.25
H -1.22 -1.22 -1.99
H 0.65 0.27 0.58
C 0.91 0.00 -1.14
O 0.20 0.27 1.92
H -0.26 0.56 -0.62
H -2.86 0.03 1.23
H 1.18 -1.22 -1.35
H 0.89 0.34 -0.01

M	140.18	Da
SMILES	Cc1ccc(O)cc1.CO
LUMO level	0.90	eV
energy above the lowest of the compared OMol25 structures with the same formula, charge and spin	61.39	kcal/mol

=====

(8)
C8H12O3 | ωB97M-V with the def2-TZVPD basis set

CARTESIAN COORDINATES (ANGSTROEM)
C1 -3.048623 -0.577059 0.379012
C2 -1.923618 -0.619229 1.299027
O1 -2.163766 -0.946562 2.548639
C3 -1.065568 -0.898683 3.327666
O2 -1.086962 -1.180241 4.462361
O3 0.103475 -0.555247 2.598036
C4 -0.225629 -0.393089 1.361394
C5 0.754466 -0.158248 0.167116
C6 0.125540 0.958313 -0.699977
C7 0.902219 -1.414451 -0.727927
C8 2.165058 0.354047 0.658674
H1 -3.925209 -0.373467 1.029482
H2 -3.394201 -1.566701 -0.115852
H3 -2.893197 0.082551 -0.448637
H4 -0.132077 1.892936 -0.136192
H5 0.815785 1.225201 -1.519637
H6 -0.878980 0.575331 -1.102286
H7 1.874570 -1.494149 -1.501040
H8 -0.012455 -1.441274 -1.381418
H9 0.883048 -2.334092 -0.155708
H10 2.395668 1.169432 0.019162
H11 2.947287 -0.509518 0.500703
H12 2.278116 0.668001 1.732986

Force components x, y, z for each atom (eV/Å):
C -1.62 -1.98 -0.31
C 9.01 1.12 -1.64
O 0.19 -0.06 2.00
C 0.43 -0.27 -0.67
O 0.50 -0.09 1.74
O -1.32 -0.87 2.75
C -7.34 -0.43 -5.45
C 0.16 0.87 1.15
C -1.51 0.09 -0.06
C 0.66 -0.29 -2.24
C 0.74 -2.59 0.86
H 0.28 0.60 -0.70
H 1.06 1.03 0.84
H -0.18 0.73 -0.15
H 0.49 -0.85 -0.27
H -0.47 -0.23 0.16
H 1.54 0.61 0.24
H -2.47 0.70 2.26
H 0.88 -0.18 0.45
H 0.23 -0.12 0.21
H 0.67 0.71 -0.40
H -1.38 1.77 0.29
H -0.53 -0.26 -1.06

M	156.18	Da
SMILES	Cc1oc(=O)oc1C(C)(C)C
LUMO level	0.66	eV
energy above the lowest of the compared OMol25 structures with the same formula, charge and spin	85.54	kcal/mol

=====

Repeat the eighth record exactly.
C8H12O3 | ωB97M-V with the def2-TZVPD basis set

CARTESIAN COORDINATES (ANGSTROEM)
C1 -3.048623 -0.577059 0.379012
C2 -1.923618 -0.619229 1.299027
O1 -2.163766 -0.946562 2.548639
C3 -1.065568 -0.898683 3.327666
O2 -1.086962 -1.180241 4.462361
O3 0.103475 -0.555247 2.598036
C4 -0.225629 -0.393089 1.361394
C5 0.754466 -0.158248 0.167116
C6 0.125540 0.958313 -0.699977
C7 0.902219 -1.414451 -0.727927
C8 2.165058 0.354047 0.658674
H1 -3.925209 -0.373467 1.029482
H2 -3.394201 -1.566701 -0.115852
H3 -2.893197 0.082551 -0.448637
H4 -0.132077 1.892936 -0.136192
H5 0.815785 1.225201 -1.519637
H6 -0.878980 0.575331 -1.102286
H7 1.874570 -1.494149 -1.501040
H8 -0.012455 -1.441274 -1.381418
H9 0.883048 -2.334092 -0.155708
H10 2.395668 1.169432 0.019162
H11 2.947287 -0.509518 0.500703
H12 2.278116 0.668001 1.732986

Force components x, y, z for each atom (eV/Å):
C -1.62 -1.98 -0.31
C 9.01 1.12 -1.64
O 0.19 -0.06 2.00
C 0.43 -0.27 -0.67
O 0.50 -0.09 1.74
O -1.32 -0.87 2.75
C -7.34 -0.43 -5.45
C 0.16 0.87 1.15
C -1.51 0.09 -0.06
C 0.66 -0.29 -2.24
C 0.74 -2.59 0.86
H 0.28 0.60 -0.70
H 1.06 1.03 0.84
H -0.18 0.73 -0.15
H 0.49 -0.85 -0.27
H -0.47 -0.23 0.16
H 1.54 0.61 0.24
H -2.47 0.70 2.26
H 0.88 -0.18 0.45
H 0.23 -0.12 0.21
H 0.67 0.71 -0.40
H -1.38 1.77 0.29
H -0.53 -0.26 -1.06

M	156.18	Da
SMILES	Cc1oc(=O)oc1C(C)(C)C
LUMO level	0.66	eV
energy above the lowest of the compared OMol25 structures with the same formula, charge and spin	85.54	kcal/mol